93
Properties=species:S:1:pos:R:3 method="wB97M-V/def2-TZVPD" lumo_ev=0.44 gap_ev=7.37 de_lowest_kj_mol=51.5 molar_mass_g_mol=776.3 homo_ev=-6.93 charge=0
Tl -0.5188 -0.2219 0.1549
C 1.5236 1.1088 4.7296
C 0.2255 1.4893 4.0087
C -0.5161 0.2333 3.5534
C 0.4312 2.5555 2.9405
C 0.0179 3.8481 3.2508
C 0.1905 4.8968 2.3659
C 0.7990 4.6561 1.1483
C 1.2378 3.3846 0.7860
C 1.9619 3.2663 -0.5513
C 1.5222 2.1259 -1.4675
C 3.4846 3.2495 -0.3787
C 1.0384 2.3322 1.6941
N 1.3833 1.0026 1.3163
C 2.5682 0.5960 1.5942
C 3.1621 -0.6926 1.3705
C 4.4702 -0.8178 1.8888
C 5.1806 -1.9865 1.8488
C 4.5587 -3.1043 1.2707
C 3.2966 -3.0302 0.7482
C 2.5354 -1.8182 0.7406
N 1.3263 -1.7569 0.1630
C 0.7500 -2.9821 -0.2791
C 0.7611 -3.3398 -1.6406
C 0.1424 -4.5285 -2.0220
C -0.4773 -5.3590 -1.1050
C -0.4895 -4.9962 0.2296
C 0.1164 -3.8214 0.6590
C 0.0739 -3.4796 2.1369
C 0.7774 -4.5420 2.9848
C -1.3654 -3.2766 2.6139
C 1.3894 -2.5030 -2.7463
C 2.8808 -2.2149 -2.5656
C 0.6155 -1.2135 -3.0097
H 1.2938 0.5200 5.6202
H 2.0767 1.9960 5.0413
H 2.1731 0.5013 4.0985
H -0.4139 1.9696 4.7546
H 0.1251 -0.4143 2.9538
H -1.4121 0.4806 2.9795
H -0.8316 -0.3441 4.4247
H -0.4501 4.0284 4.2117
H -0.1422 5.8933 2.6256
H 0.9484 5.4740 0.4524
H 1.7146 4.1956 -1.0736
H 1.8914 1.1641 -1.1143
H 1.9350 2.2784 -2.4676
H 0.4370 2.0818 -1.5786
H 3.8234 2.3017 0.0421
H 3.8171 4.0546 0.2786
H 3.9758 3.3694 -1.3463
H 3.2366 1.3025 2.0993
H 4.9130 0.0606 2.3472
H 6.1804 -2.0486 2.2545
H 5.0865 -4.0503 1.2297
H 2.8577 -3.9100 0.2982
H 0.1537 -4.8059 -3.0700
H -0.9466 -6.2790 -1.4292
H -0.9750 -5.6403 0.9540
H 0.6122 -2.5419 2.2813
H 0.2653 -5.5048 2.9181
H 0.7908 -4.2430 4.0350
H 1.8085 -4.6811 2.6588
H -1.9493 -4.1922 2.4972
H -1.8716 -2.4924 2.0452
H -1.3857 -2.9966 3.6690
H 1.2947 -3.1171 -3.6474
H 3.0531 -1.4833 -1.7765
H 3.2907 -1.8103 -3.4941
H 3.4366 -3.1195 -2.3160
H 0.8028 -0.4986 -2.2090
H -0.4570 -1.3986 -3.0876
H 0.9375 -0.7342 -3.9363
C -0.4148 5.7764 -5.2332
C -1.6971 5.0323 -5.5687
N -1.8959 3.9244 -4.6388
C -2.0853 2.6301 -4.9895
S -1.5363 1.3771 -4.0310
N -2.7171 2.3977 -6.1747
C -3.8865 3.1451 -6.6401
C -3.8798 3.3071 -8.1500
H -0.2752 6.6178 -5.9116
H 0.4486 5.1162 -5.3165
H -0.4493 6.1720 -4.2162
H -1.6414 4.6229 -6.5776
H -2.5463 5.7206 -5.5366
H -1.4298 4.0088 -3.7483
H -2.7587 1.4066 -6.3617
H -3.9033 4.1139 -6.1489
H -4.7919 2.6201 -6.3203
H -3.0160 3.8871 -8.4764
H -4.7858 3.8132 -8.4844
H -3.8364 2.3353 -8.6438